{
  "formula": "C31H50BrN5P2Pd",
  "method": "the ωB97M-V functional and the def2-TZVPD basis",
  "elements": ["C", "C", "C", "C", "N", "C", "C", "C", "C", "C", "C", "C", "C", "C", "Pd", "P", "H", "H", "H", "H", "H", "H", "H", "H", "C", "C", "H", "H", "H", "H", "H", "C", "C", "H", "H", "H", "H", "H", "C", "C", "H", "H", "H", "H", "H", "Br", "P", "C", "C", "H", "H", "H", "H", "H", "C", "C", "H", "H", "H", "H", "H", "C", "C", "H", "H", "H", "H", "H", "C", "N", "C", "N", "C", "N", "C", "N", "C", "C", "H", "H", "H", "H", "H", "H", "H", "H", "H", "H", "H", "H"],
  "positions_angstrom": [[-0.594, 7.007, -6.137], [-0.756, 5.649, -6.588], [-1.103, 5.468, -7.931], [-1.160, 6.568, -8.814], [-0.914, 7.810, -8.395], [-0.673, 8.038, -7.087], [-0.620, 4.404, -5.759], [-0.691, 3.393, -5.027], [-1.339, 2.626, -3.949], [-0.297, 1.992, -3.148], [-0.591, 2.028, -1.720], [-2.020, 1.697, -1.374], [-2.983, 2.297, -2.095], [-2.645, 2.788, -3.398], [0.203, 0.049, -2.230], [2.215, -0.778, -1.362], [-1.320, 4.456, -8.327], [-0.392, 7.265, -5.085], [-1.411, 6.362, -9.869], [-0.526, 9.097, -6.776], [-3.382, 3.296, -3.981], [0.749, 1.934, -3.659], [-3.965, 2.290, -1.560], [0.192, 2.318, -0.996], [2.036, -2.380, -0.501], [2.863, -3.587, -1.007], [0.960, -2.630, -0.513], [2.287, -2.163, 0.557], [2.792, -4.423, -0.281], [2.475, -3.961, -1.965], [3.923, -3.331, -1.108], [2.454, -0.971, -3.192], [3.398, 0.055, -3.759], [1.446, -0.823, -3.647], [2.728, -2.013, -3.346], [3.487, -0.124, -4.826], [3.009, 1.070, -3.644], [4.388, 0.019, -3.303], [3.769, -0.083, -0.615], [5.146, -0.733, -0.775], [3.585, -0.030, 0.474], [3.845, 0.960, -0.963], [5.897, 0.046, -0.583], [5.325, -1.523, -0.035], [5.353, -1.149, -1.773], [-3.654, 0.196, -0.518], [-1.605, -2.587, -3.210], [0.060, -3.281, -3.344], [-0.038, -4.845, -3.463], [0.582, -2.910, -2.448], [0.557, -2.878, -4.238], [0.969, -5.329, -3.522], [-0.568, -5.328, -2.621], [-0.553, -5.162, -4.379], [-2.421, -3.353, -1.746], [-3.937, -3.471, -2.132], [-2.287, -2.717, -0.882], [-2.072, -4.380, -1.576], [-4.529, -3.570, -1.199], [-4.295, -2.570, -2.656], [-4.177, -4.341, -2.757], [-2.079, -0.898, -3.515], [-2.474, -0.777, -4.999], [-1.156, -0.249, -3.244], [-2.900, -0.600, -2.819], [-2.630, 0.276, -5.228], [-1.682, -1.141, -5.647], [-3.404, -1.308, -5.195], [0.665, 2.618, 0.826], [0.256, 1.205, 0.960], [-1.007, 1.170, 1.683], [-0.954, 1.848, 2.982], [-0.503, 3.250, 2.777], [0.809, 3.307, 2.109], [1.785, 2.573, 2.907], [1.399, 1.145, 3.082], [1.241, 0.536, 1.775], [0.091, 1.154, 3.799], [-0.089, 3.150, 0.243], [1.659, 2.617, 0.353], [-1.223, 0.100, 1.907], [-1.821, 1.569, 1.054], [-0.386, 3.730, 3.775], [-1.235, 3.792, 2.182], [2.763, 2.628, 2.402], [1.838, 3.019, 3.911], [0.925, -0.518, 1.922], [2.204, 0.586, 1.270], [0.227, 1.656, 4.746], [-0.230, 0.106, 3.959]],
  "lowdin_spin": [0.00, 0.00, 0.00, 0.00, 0.00, 0.00, -0.03, 0.00, -0.02, 0.04, -0.02, 0.23, 0.01, 0.09, 0.48, 0.19, 0.00, 0.00, 0.00, 0.00, 0.01, 0.00, 0.00, 0.00, 0.04, 0.01, 0.00, 0.00, 0.00, 0.00, 0.00, 0.05, 0.00, 0.01, 0.01, 0.00, 0.00, 0.00, 0.02, 0.01, 0.00, 0.00, 0.00, 0.00, 0.00, -0.22, 0.60, 0.09, 0.01, 0.02, 0.00, 0.00, 0.00, 0.00, 0.07, 0.02, 0.02, 0.00, 0.00, 0.00, 0.00, 0.12, 0.03, 0.02, 0.00, 0.00, 0.00, 0.00, 0.00, 0.02, 0.01, 0.00, 0.00, 0.00, 0.00, 0.00, 0.00, 0.00, 0.00, 0.00, 0.00, 0.01, 0.00, 0.00, 0.00, 0.00, 0.00, 0.00, 0.00, 0.00],
  "charge": 2,
  "homo_lumo_gap_ha": [0.2041, 0.1681],
  "spin_multiplicity": 3,
  "lumo_ev": [-7.53, -8.50]
}